Below is 9 unconnected molecules or ions with the total composition C60H80N9O3 in a non-equilibrium geometry, with properties calculated with ωB97M-V with the def2-TZVPD basis set.

```
! wB97M-V def2-TZVPD RIJCOSX def2/J DEFGRID3
* xyz -1 1
C 4.43 -1.06 2.00
C 4.13 -0.97 0.49
C 5.32 -0.47 -0.33
C 5.73 0.99 -0.06
C 4.57 1.96 0.15
C 5.05 3.38 0.45
C 4.03 4.48 0.12
C 2.59 4.16 0.55
C 1.54 4.40 -0.55
C 0.40 3.38 -0.55
C -0.95 3.86 0.02
C -2.14 3.56 -0.89
C -2.70 2.12 -0.80
N -1.81 1.28 0.01
O -3.93 2.03 -0.12
C -5.01 2.76 -0.69
C -6.30 1.99 -0.43
C -6.12 0.57 -1.03
C -6.61 1.85 1.07
C -6.73 3.18 1.82
C -7.90 1.02 1.28
C -2.86 1.52 -2.25
O -3.16 2.31 -3.17
O -2.69 0.30 -2.35
H 5.45 -0.76 2.25
H 3.74 -0.43 2.56
H 4.26 -2.07 2.37
H 3.25 -0.36 0.32
H 3.89 -1.97 0.13
H 6.17 -1.11 -0.09
H 5.14 -0.58 -1.39
H 6.39 1.04 0.81
H 6.31 1.34 -0.92
H 3.98 1.61 1.00
H 3.94 1.95 -0.75
H 5.39 3.43 1.49
H 5.94 3.56 -0.17
H 4.35 5.39 0.63
H 4.10 4.70 -0.94
H 2.35 4.80 1.41
H 2.49 3.14 0.91
H 1.16 5.42 -0.50
H 2.06 4.33 -1.51
H 0.22 2.97 -1.55
H 0.72 2.53 0.06
H -0.89 4.95 0.13
H -1.12 3.46 1.02
H -2.92 4.30 -0.69
H -1.83 3.74 -1.92
H -2.36 0.44 0.19
H -1.06 0.96 -0.60
H -4.87 2.90 -1.76
H -5.03 3.76 -0.23
H -7.13 2.49 -0.93
H -5.54 0.63 -1.96
H -7.08 0.10 -1.24
H -5.55 -0.03 -0.34
H -5.79 1.29 1.52
H -5.89 3.85 1.63
H -6.74 2.98 2.89
H -7.68 3.67 1.59
H -8.46 1.43 2.12
H -7.68 -0.03 1.45
H -8.53 1.12 0.39
N -0.28 -4.50 -0.01
C -1.04 -3.67 0.71
C -1.75 -2.62 0.15
C -1.69 -2.41 -1.21
C -0.90 -3.26 -1.97
C -0.22 -4.29 -1.32
H -1.07 -3.86 1.77
H -2.36 -1.98 0.78
H -2.23 -1.59 -1.67
H -0.81 -3.13 -3.04
H 0.40 -4.98 -1.89
N 5.18 4.53 -3.57
C 6.45 4.93 -3.58
C 6.92 5.97 -4.37
C 6.02 6.63 -5.19
C 4.70 6.23 -5.18
C 4.33 5.17 -4.36
H 7.12 4.39 -2.91
H 7.97 6.25 -4.33
H 6.35 7.45 -5.81
H 3.96 6.72 -5.80
H 3.30 4.82 -4.32
N -1.78 -3.74 4.21
C -1.95 -4.67 5.15
C -2.82 -4.53 6.22
C -3.57 -3.36 6.31
C -3.40 -2.39 5.33
C -2.50 -2.63 4.31
H -1.34 -5.56 5.05
H -2.92 -5.31 6.96
H -4.26 -3.21 7.12
H -3.96 -1.46 5.36
H -2.34 -1.90 3.53
N 1.72 -8.47 1.27
C 1.53 -9.38 2.22
C 0.64 -9.21 3.27
C -0.10 -8.04 3.34
C 0.09 -7.08 2.35
C 1.01 -7.34 1.34
H 2.12 -10.28 2.14
H 0.52 -9.99 4.02
H -0.80 -7.87 4.14
H -0.45 -6.15 2.36
H 1.17 -6.61 0.56
N 0.63 4.68 -4.28
C 0.70 5.86 -4.91
C -0.14 6.24 -5.94
C -1.13 5.35 -6.34
C -1.22 4.13 -5.71
C -0.32 3.84 -4.69
H 1.49 6.53 -4.56
H -0.03 7.21 -6.40
H -1.81 5.62 -7.14
H -1.97 3.41 -5.98
H -0.37 2.89 -4.17
N 5.78 -2.15 -3.58
C 4.48 -2.42 -3.64
C 3.77 -2.53 -4.83
C 4.46 -2.36 -6.02
C 5.81 -2.07 -5.97
C 6.42 -1.98 -4.73
H 3.97 -2.54 -2.69
H 2.71 -2.75 -4.82
H 3.94 -2.43 -6.97
H 6.39 -1.92 -6.88
H 7.48 -1.75 -4.65
N 4.13 -1.85 5.44
C 5.38 -1.95 5.90
C 5.79 -1.45 7.12
C 4.86 -0.80 7.92
C 3.56 -0.68 7.45
C 3.25 -1.22 6.21
H 6.08 -2.46 5.24
H 6.81 -1.57 7.44
H 5.14 -0.40 8.88
H 2.80 -0.18 8.04
H 2.24 -1.15 5.81
N -8.86 -2.73 1.32
C -9.24 -2.97 0.07
C -8.85 -4.09 -0.65
C -8.01 -5.00 -0.04
C -7.59 -4.76 1.26
C -8.05 -3.62 1.89
H -9.89 -2.22 -0.37
H -9.19 -4.23 -1.67
H -7.67 -5.88 -0.58
H -6.93 -5.45 1.77
H -7.74 -3.39 2.91
*
```

The orbital gap comes out at 6.76 eV.

Below is a molecular structure, C60H92Cl13CuN6O9 in a non-equilibrium geometry, with properties calculated with ωB97M-V with the def2-TZVPD basis set.

```
! wB97M-V def2-TZVPD RIJCOSX def2/J DEFGRID3
* xyz 0 1
C 4.49 9.03 -6.90
N 3.44 8.13 -6.42
C 3.80 6.91 -6.00
C 2.85 6.12 -5.38
C 1.54 6.55 -5.25
C 1.23 7.84 -5.68
C 2.18 8.63 -6.26
C 0.48 5.68 -4.67
C 0.76 4.94 -3.53
C -0.26 4.29 -2.84
N -1.48 4.20 -3.38
C -1.79 4.87 -4.51
C -0.83 5.64 -5.13
C -2.45 3.31 -2.71
H 5.40 8.47 -7.11
H 4.80 9.61 -6.02
H 4.23 9.63 -7.77
H 4.71 6.43 -6.32
H 3.07 5.19 -4.85
H 0.23 8.23 -5.54
H 2.09 9.65 -6.60
H 1.73 4.76 -3.08
H -0.05 3.59 -2.03
H -2.79 4.73 -4.90
H -1.11 6.22 -6.01
H -2.05 2.30 -2.60
H -3.34 3.23 -3.34
H -2.75 3.77 -1.77
Cu 1.79 1.73 -2.61
C -3.85 -2.54 -2.08
C -2.46 -2.23 -1.50
C -2.29 -0.91 -0.74
C -0.79 -0.61 -0.49
N -0.52 0.45 0.57
C 0.95 0.58 0.93
C 1.01 1.26 2.28
C -0.20 0.73 3.00
C -1.20 0.24 1.93
C -1.07 1.76 0.05
H -3.67 -3.20 -2.93
H -4.35 -1.67 -2.52
H -4.43 -3.02 -1.30
H -1.71 -2.17 -2.30
H -2.10 -3.13 -0.99
H -2.85 -0.90 0.20
H -2.73 -0.15 -1.38
H -0.39 -0.37 -1.48
H -0.27 -1.43 0.00
H 1.42 1.15 0.15
H 1.39 -0.42 0.96
H 0.99 2.32 2.05
H 1.93 0.99 2.80
H -0.69 1.41 3.70
H 0.07 -0.03 3.74
H -2.19 0.68 1.96
H -1.20 -0.85 1.98
H -1.05 2.48 0.86
H -2.08 1.56 -0.32
H -0.42 2.01 -0.79
C -0.48 -0.19 -4.19
O 0.07 1.04 -3.92
H 0.29 -0.98 -4.19
H -1.15 -0.64 -3.42
H -1.14 -0.27 -5.06
Cl -4.90 2.48 0.97
O -4.70 1.19 0.34
O -6.31 2.61 1.22
O -4.16 2.73 2.16
O -4.57 3.48 -0.06
O 3.32 0.51 -1.49
H 3.68 -0.24 -1.03
O 1.67 3.29 -1.03
H 1.55 3.83 -0.26
Cl -4.64 -2.65 2.01
C -5.88 -1.83 0.97
C -6.73 -2.95 0.37
Cl -7.83 -2.19 -0.78
H -5.49 -1.29 0.12
H -6.44 -1.15 1.61
H -7.31 -3.63 0.98
H -6.05 -3.62 -0.16
Cl -1.63 6.45 3.97
C -1.86 5.11 2.78
C -1.02 5.24 1.51
Cl -1.31 6.81 0.69
H -2.86 4.92 2.40
H -1.68 4.21 3.37
H -1.35 4.46 0.83
H 0.06 5.23 1.68
Cl -0.49 -1.16 6.15
C -1.08 -2.70 5.56
C -2.56 -2.93 5.81
Cl -3.46 -1.65 5.02
H -0.42 -3.45 6.01
H -0.94 -2.77 4.48
H -2.75 -2.94 6.88
H -2.79 -3.86 5.28
Cl -1.54 -4.81 -5.89
C -0.47 -3.61 -5.11
C 0.49 -3.06 -6.15
Cl 1.76 -4.26 -6.57
H -0.10 -4.08 -4.21
H -1.19 -2.84 -4.85
H 1.05 -2.22 -5.75
H 0.02 -2.63 -7.03
Cl -6.86 -4.09 -3.80
C -7.33 -2.36 -3.98
C -7.30 -1.86 -5.43
Cl -5.64 -1.69 -5.97
H -6.59 -1.72 -3.51
H -8.31 -2.24 -3.54
H -7.86 -0.94 -5.56
H -7.76 -2.61 -6.07
Cl -5.48 3.93 -3.37
C -5.27 3.00 -1.86
C -5.89 1.64 -1.97
Cl -5.01 0.68 -3.19
H -5.70 3.68 -1.12
H -4.20 2.98 -1.66
H -6.95 1.60 -2.20
H -5.78 1.06 -1.05
C -1.20 -5.28 2.72
C -0.24 -5.87 1.69
C 0.49 -4.82 0.86
C 1.16 -3.83 1.74
N 1.49 -3.02 2.49
H -1.70 -6.07 3.27
H -1.83 -4.54 2.22
H -0.60 -4.72 3.45
H -0.84 -6.45 0.98
H 0.40 -6.59 2.21
H -0.29 -4.34 0.27
H 1.30 -5.25 0.27
C 2.65 1.34 6.10
C 1.29 2.02 6.33
C 0.80 1.78 7.79
C 1.23 2.80 8.76
N 1.55 3.61 9.51
H 2.53 0.33 5.72
H 3.29 1.38 6.97
H 3.17 1.90 5.32
H 0.44 1.59 5.79
H 1.24 3.04 5.95
H 1.38 0.89 8.04
H -0.25 1.60 7.99
C 4.16 -4.98 -2.23
C 3.82 -4.13 -3.45
C 2.98 -2.91 -3.06
C 1.74 -3.22 -2.35
N 0.78 -3.43 -1.75
H 4.46 -6.00 -2.48
H 3.36 -5.13 -1.49
H 4.98 -4.58 -1.63
H 3.51 -4.70 -4.32
H 4.81 -3.74 -3.69
H 2.66 -2.36 -3.95
H 3.47 -2.16 -2.42
C 4.21 -0.61 2.48
C 4.40 -1.61 1.51
C 5.10 -2.76 1.86
C 5.43 -2.97 3.19
C 5.07 -2.06 4.18
C 4.54 -0.85 3.79
C 5.24 -2.35 5.60
O 4.72 -1.71 6.49
C 6.23 -3.43 5.95
C 6.73 -3.53 7.24
C 7.58 -4.58 7.55
C 7.82 -5.60 6.64
C 7.39 -5.48 5.34
C 6.64 -4.35 4.96
C 6.26 -4.17 3.55
O 6.62 -4.95 2.69
H 3.82 0.34 2.16
H 4.17 -1.40 0.48
H 5.23 -3.48 1.07
H 4.39 -0.05 4.50
H 6.36 -2.92 8.05
H 7.94 -4.69 8.57
H 8.41 -6.43 7.02
H 7.63 -6.24 4.61
*
```

The orbital gap comes out at 3.17 eV.

| no. | HOMO energy (eV) | E (a.u.) |
| --- | --- | --- |
| 1 | -4.73 | -3052.83150 |
| 2 | -6.51 | -10969.47750 |